This record from OMol25 describes an isolated ion of composition C2H11N4 and charge +1. The level of theory is ωB97M-V/def2-TZVPD.

For the energy above the lowest of the compared OMol25 structures with the same formula, charge and spin, the calculation gives 114.2 kcal/mol. Its HOMO energy is -13.50 eV. As for the SMILES: CN(C[NH3+])NN. The value obtained for the molecular weight is 91.14 g mol⁻¹.

Geometry as ORCA input:
```
! wB97M-V def2-TZVPD RIJCOSX def2/J DEFGRID3
* xyz 1 1
C 0.19716 -1.60650 0.06714
C -0.80216 0.44439 -0.76711
N -2.13137 0.81684 0.28714
N 2.61211 0.69823 0.06626
N 0.24504 -0.13255 -0.17454
N 1.19139 0.66590 0.61089
H 1.19825 -1.92022 0.49564
H -0.60054 -1.72594 0.74204
H 0.01447 -2.03920 -0.91208
H -0.67524 1.44776 -1.06516
H -1.24975 -0.08263 -1.50828
H -2.44795 -0.09158 0.63379
H -2.94571 1.20029 -0.11483
H 3.10678 -0.29216 -0.03013
H 2.79548 0.82611 -0.93695
H -1.71637 1.34801 1.04984
H 1.20843 0.44325 1.55633
*
```